# 1
The following is a quantum chemistry calculation of 2 unconnected molecules or ions with the total composition C5H16N2O2 at a distorted geometry, from OMol25.

XYZ file:
```
25
Properties=species:S:1:pos:R:3:mulliken_charge:R:1
C 1.56 0.37 1.43 -1.112
C 1.03 -0.96 1.16 -0.910
C -0.29 -0.86 0.33 0.316
C -1.03 0.28 1.01 -0.955
N -2.50 0.22 0.83 -0.582
N 0.07 -0.67 -1.11 -0.345
C -1.00 -0.15 -1.98 -0.300
O -1.60 -1.24 -2.64 -0.536
H 1.17 1.30 1.00 0.333
H 1.51 0.71 2.47 0.391
H 2.63 0.41 1.33 0.354
H 1.64 -1.68 0.61 0.423
H 0.73 -1.53 2.11 0.326
H -0.79 -1.88 0.23 0.332
H -1.02 1.32 0.57 0.160
H -0.86 0.27 2.06 0.536
H -2.93 0.31 1.75 0.266
H -2.74 -0.70 0.40 0.229
H 0.91 -0.11 -1.14 0.104
H -1.82 0.47 -1.57 0.294
H -0.58 0.34 -2.88 0.321
H -1.27 -2.06 -2.12 0.342
O 2.58 1.71 -1.06 -0.581
H 1.91 1.47 -1.67 0.296
H 2.67 2.66 -1.13 0.300
```

Computed properties:
SMILES string: CC[C@@H](CN)NCO.O
Energy (Ha): -460.00379
Charge: 0
Gap between HOMO and LUMO (Eh): 0.35636

***

# 2
The following is a quantum chemistry calculation of 2 unconnected molecules or ions with the total composition C4H12NO2 at a distorted geometry, from OMol25.

XYZ file:
```
19
Properties=species:S:1:pos:R:3:lowdin_spin:R:1
C -1.17 0.66 -0.89 0.053
N 0.30 0.64 -0.91 0.003
C 0.89 -0.57 -1.44 0.006
O 0.95 -1.67 -0.61 0.006
C -1.73 1.32 0.35 0.250
C -1.48 0.58 1.66 0.247
H -1.55 -0.37 -0.96 0.010
H -1.53 1.09 -1.84 0.027
H 0.68 0.82 0.01 0.003
H 1.93 -0.32 -1.79 0.000
H 0.38 -0.83 -2.39 0.001
H -1.20 2.29 0.40 0.051
H -2.79 1.59 0.24 0.133
H -0.84 -0.29 1.44 0.005
H -2.39 0.10 2.06 0.101
H -1.11 1.17 2.49 0.081
H 1.57 -0.68 1.98 0.006
H 1.75 -1.30 0.46 0.001
O 2.26 -0.94 1.36 0.015
```

Computed properties:
<S²>: 0.751
Energy (Ha): -364.68680
Spin multiplicity: 2
Charge: -2
Gap between HOMO and LUMO (spin up / spin down) (Eh): 0.10356 / 0.28268

***

# 3
The following is a quantum chemistry calculation of a molecular structure, C5H8O2, from OMol25.

XYZ file:
```
15
Properties=species:S:1:pos:R:3:mulliken_charge:R:1
C -1.72 -0.74 -0.09 -1.144
C -0.26 -0.53 0.09 0.033
O -0.84 2.31 -0.19 -0.643
C 0.62 -0.45 1.11 -0.223
C 1.88 -0.37 0.26 -0.397
C 0.85 -0.37 -0.90 0.521
O 0.92 -0.21 -2.09 -0.584
H -2.30 -0.45 0.79 0.303
H -2.09 -0.18 -0.96 0.266
H -1.89 -1.81 -0.28 0.332
H -0.38 2.17 -1.02 0.328
H -0.29 1.85 0.46 0.332
H 0.48 -0.44 2.19 0.398
H 2.53 0.51 0.34 0.233
H 2.49 -1.28 0.29 0.242
```

Computed properties:
Energy (Ha): -345.74468
Charge: 0
Gap between HOMO and LUMO (Eh): 0.37779

***

# 4
The following is a quantum chemistry calculation of 8 unconnected molecules or ions with the total composition C67H54F8O12S3 at a distorted geometry, from OMol25.

XYZ file:
```
144
Properties=species:S:1:pos:R:3:mulliken_charge:R:1
C -0.01 2.32 -0.24 -1.351
C -0.74 1.32 -1.21 1.378
C -0.23 1.58 -2.72 0.271
F -1.16 1.17 -3.70 -0.296
F 0.11 2.92 -2.81 -0.269
F -0.68 0.06 -0.89 -0.060
F -2.03 1.57 -1.02 -0.385
O 1.44 2.39 -0.06 -0.200
C 2.10 1.15 0.08 0.578
C 3.62 1.48 -0.02 0.148
F 4.39 0.44 0.43 -0.290
F 3.83 1.88 -1.24 -0.139
F 1.52 0.86 1.21 -0.285
F 1.80 0.25 -0.83 -0.131
H -0.43 2.31 0.77 0.690
H -0.26 3.36 -0.44 0.058
H 0.71 1.10 -2.99 0.127
H 3.80 2.25 0.73 0.307
C 6.12 -3.07 2.58 -0.910
S 5.08 -3.97 1.37 0.443
O 4.55 -5.28 1.92 -0.600
C 3.70 -2.79 1.71 -1.167
H 6.92 -2.62 2.00 0.328
H 6.68 -3.78 3.21 0.379
H 5.64 -2.33 3.22 0.286
H 3.50 -3.03 2.76 0.511
H 2.88 -2.92 1.01 0.386
H 3.92 -1.73 1.80 0.369
C 6.60 3.30 -0.64 -1.006
S 5.99 4.27 -2.14 0.566
O 6.34 5.74 -1.96 -0.622
C 7.17 3.60 -3.36 -0.946
H 7.69 3.32 -0.62 0.462
H 6.26 2.26 -0.68 0.292
H 6.18 3.75 0.26 0.265
H 8.01 3.26 -2.76 0.273
H 7.30 4.27 -4.20 0.339
H 6.73 2.68 -3.77 0.344
C -2.71 5.81 -2.28 -0.700
S -2.11 6.31 -0.57 0.394
O -2.45 5.00 0.14 -0.592
C -0.26 6.21 -0.80 -0.368
H -2.11 4.95 -2.60 0.033
H -2.55 6.67 -2.93 0.354
H -3.73 5.45 -2.46 0.365
H 0.01 5.73 0.14 -0.299
H 0.23 7.18 -0.84 0.509
H 0.14 5.62 -1.62 0.298
C -6.20 -7.45 2.63 -0.773
C -6.17 -7.92 1.25 -0.612
C -5.74 -6.97 0.30 -0.425
C -5.13 -5.78 0.60 0.451
C -5.07 -5.34 1.96 0.418
C -5.64 -6.20 2.91 -0.658
C -4.49 -3.97 2.32 0.438
O -4.32 -3.58 3.52 -0.735
C -4.09 -3.12 1.17 0.847
C -3.58 -1.87 1.49 -0.830
C -3.32 -1.03 0.48 -0.507
C -3.39 -1.36 -0.86 -1.030
C -3.75 -2.65 -1.26 -0.802
C -4.22 -3.53 -0.21 -0.087
C -4.56 -4.94 -0.55 0.404
O -4.61 -5.39 -1.71 -0.682
H -6.68 -8.06 3.38 0.439
H -6.50 -8.90 0.93 0.442
H -5.79 -7.27 -0.73 0.457
H -5.51 -5.85 3.92 0.545
H -3.40 -1.63 2.52 0.523
H -3.04 -0.04 0.81 0.509
H -3.10 -0.59 -1.56 0.603
H -3.77 -3.00 -2.29 1.117
C -2.50 -3.80 -10.05 -0.469
C -3.65 -3.94 -9.32 -0.460
C -3.72 -3.98 -7.99 -0.467
C -2.62 -3.58 -7.23 0.183
C -1.37 -3.35 -7.95 0.446
C -1.30 -3.55 -9.40 -0.767
C -0.10 -3.08 -7.31 0.654
O 0.93 -2.91 -7.98 -0.671
C -0.13 -2.79 -5.85 0.386
C 1.09 -2.26 -5.24 -1.035
C 1.12 -2.04 -3.87 -0.749
C -0.08 -2.25 -3.10 -0.731
C -1.22 -2.72 -3.74 0.134
C -1.25 -3.02 -5.07 -0.053
C -2.54 -3.43 -5.74 0.464
O -3.56 -3.65 -5.07 -0.696
H -2.51 -3.68 -11.12 0.352
H -4.62 -3.92 -9.80 0.345
H -4.67 -4.20 -7.53 0.456
H -0.44 -3.48 -10.04 0.406
H 1.94 -2.18 -5.91 0.511
H 2.03 -1.68 -3.42 0.538
H -0.09 -1.93 -2.07 0.726
H -2.02 -2.76 -3.02 0.394
C 2.44 5.02 0.99 -0.189
C 1.56 5.00 2.02 -0.265
C 1.36 6.12 2.80 -0.958
C 2.09 7.31 2.64 0.204
C 3.14 7.35 1.62 0.123
C 3.26 6.18 0.84 -1.246
C 3.94 8.62 1.45 0.212
O 4.87 8.69 0.59 -0.641
C 3.49 9.90 2.20 -0.010
C 4.06 11.10 2.03 0.082
C 3.73 12.28 2.68 -0.883
C 2.74 12.16 3.67 -0.224
C 2.12 10.93 3.99 -0.847
C 2.43 9.78 3.22 0.466
C 1.69 8.46 3.51 0.460
O 0.81 8.40 4.28 -0.590
H 2.59 4.22 0.28 0.952
H 1.05 4.06 2.19 0.396
H 0.66 6.12 3.63 0.482
H 3.98 6.18 0.03 0.773
H 4.81 11.14 1.26 0.441
H 4.13 13.25 2.40 0.420
H 2.39 13.03 4.19 0.366
H 1.53 10.96 4.89 0.410
C -2.92 -8.48 4.38 -0.390
C -3.65 -7.99 5.43 -0.534
C -3.35 -6.69 5.98 -0.893
C -2.43 -5.84 5.28 0.044
C -1.70 -6.39 4.24 0.946
C -1.78 -7.76 3.94 -0.752
C -0.74 -5.47 3.44 0.028
O -0.05 -5.98 2.54 -0.718
C -0.71 -3.99 3.73 0.463
C 0.09 -3.13 3.06 -0.394
C 0.08 -1.78 3.36 -0.525
C -0.80 -1.30 4.27 -0.600
C -1.56 -2.15 5.04 -1.443
C -1.53 -3.53 4.80 0.857
C -2.40 -4.42 5.59 0.919
O -3.05 -3.88 6.57 -0.747
H -3.18 -9.42 3.92 0.457
H -4.39 -8.62 5.90 0.430
H -3.97 -6.33 6.79 0.462
H -1.28 -8.24 3.11 0.381
H 0.82 -3.51 2.36 0.631
H 0.73 -1.14 2.78 0.535
H -0.88 -0.22 4.36 0.437
H -2.33 -1.65 5.60 0.382
```

Computed properties:
Energy (Ha): -5481.65570
Charge: 0
Gap between HOMO and LUMO (Eh): 0.29137

***

# 5
The following is a quantum chemistry calculation of a molecular structure, C49H38N3O2P2ReSi, from OMol25.

XYZ file:
```
96
Properties=species:S:1:pos:R:3:lowdin_spin:R:1
Re -0.28 0.55 0.09 0.862
C 0.96 2.98 -2.60 0.000
Si 1.35 1.57 -1.47 -0.004
C 2.84 2.00 -0.44 -0.001
C 3.77 2.94 -0.87 -0.001
C 4.93 3.18 -0.14 0.000
C 5.17 2.48 1.04 -0.001
C 4.25 1.55 1.49 -0.001
C 3.08 1.32 0.77 -0.004
P 1.91 0.06 1.30 0.029
C 2.88 -1.48 1.24 0.005
C 3.30 -2.13 2.39 0.002
C 4.09 -3.27 2.30 0.000
C 4.47 -3.76 1.05 0.001
C 4.07 -3.09 -0.10 0.000
C 3.29 -1.96 -0.01 0.001
C 1.49 0.33 3.05 0.015
C 0.83 -0.68 3.75 0.010
C 0.41 -0.46 5.06 0.000
C 0.62 0.78 5.65 0.008
C 1.26 1.79 4.95 0.002
C 1.69 1.57 3.65 0.004
C 1.48 -0.15 -2.27 -0.004
C 2.62 -0.21 -3.08 -0.001
C 3.03 -1.39 -3.70 -0.001
C 2.32 -2.56 -3.48 0.000
C 1.21 -2.55 -2.65 0.000
C 0.76 -1.36 -2.08 0.002
P -0.74 -1.49 -1.05 0.001
C -2.20 -1.45 -2.10 0.002
C -2.13 -1.68 -3.47 0.000
C -3.29 -1.67 -4.23 0.000
C -4.51 -1.42 -3.63 -0.001
C -4.59 -1.19 -2.26 0.000
C -3.44 -1.21 -1.49 0.001
C -0.80 -3.07 -0.20 -0.002
C -1.71 -4.04 -0.63 -0.001
C -1.73 -5.28 0.00 0.000
C -0.87 -5.55 1.05 -0.001
C 0.03 -4.58 1.48 0.001
C 0.07 -3.34 0.86 0.001
H 1.88 3.28 -3.11 0.000
H 0.62 3.84 -2.02 0.000
H 0.23 2.77 -3.38 0.000
H 3.62 3.49 -1.79 0.000
H 5.64 3.91 -0.49 0.000
H 6.07 2.66 1.60 0.000
H 4.44 1.00 2.40 0.000
H 3.05 -1.76 3.37 0.000
H 4.43 -3.77 3.20 0.000
H 5.08 -4.65 0.98 0.000
H 4.39 -3.45 -1.07 0.000
H 3.02 -1.43 -0.92 0.000
H 0.65 -1.65 3.30 0.000
H -0.08 -1.25 5.61 0.000
H 0.30 0.95 6.67 0.000
H 1.43 2.75 5.42 0.000
H 2.19 2.37 3.11 0.000
H 3.22 0.68 -3.24 0.000
H 3.90 -1.38 -4.35 0.000
H 2.64 -3.49 -3.94 0.000
H 0.68 -3.48 -2.46 0.000
H -1.17 -1.88 -3.94 0.000
H -3.23 -1.87 -5.30 0.000
H -5.42 -1.42 -4.23 0.000
H -5.55 -1.02 -1.80 0.000
H -3.51 -1.05 -0.42 0.001
H -2.39 -3.85 -1.44 0.000
H -2.43 -6.03 -0.34 0.000
H -0.90 -6.51 1.54 0.000
H 0.71 -4.79 2.30 0.000
H 0.79 -2.61 1.17 0.002
O -4.85 5.41 2.42 0.000
N -5.26 4.91 1.39 0.000
O -6.31 5.14 0.84 0.000
C -4.34 3.95 0.71 -0.001
C -4.45 3.86 -0.63 0.000
C -3.56 3.02 -1.37 0.002
C -3.63 2.85 -2.77 0.015
C -2.73 2.01 -3.37 -0.002
C -1.77 1.36 -2.60 0.014
N -1.68 1.50 -1.28 0.010
C -2.58 2.32 -0.68 0.007
C -2.51 2.39 0.74 0.002
N -1.57 1.58 1.33 0.005
C -1.52 1.53 2.66 0.012
C -2.36 2.30 3.46 0.000
C -3.29 3.13 2.88 0.008
C -3.38 3.19 1.47 0.001
H -5.22 4.43 -1.14 0.000
H -4.39 3.37 -3.34 0.001
H -2.75 1.84 -4.44 0.000
H -1.04 0.71 -3.07 0.000
H -0.79 0.86 3.11 0.002
H -2.28 2.22 4.53 0.000
H -3.95 3.72 3.49 0.000
```

Computed properties:
<S²>: 0.760
Energy (Ha): -3254.34143
Spin multiplicity: 2
Charge: +3
Gap between HOMO and LUMO (spin up / spin down) (Eh): 0.23735 / 0.22871

***

# 6
The following is a quantum chemistry calculation of a molecular structure, C18H12BCl5F5O2STa, from OMol25.

XYZ file:
```
45
Properties=species:S:1:pos:R:3:mulliken_charge:R:1
Ta -0.38 1.53 -0.43 0.793
Cl -2.08 3.15 0.71 -0.161
C -0.78 2.86 1.92 0.543
C 0.22 2.04 1.44 -0.363
C 1.29 1.69 2.23 0.325
Cl 2.40 0.61 1.49 -0.079
C 1.37 2.17 3.52 -0.062
Cl 2.67 1.74 4.52 -0.111
C 0.34 3.03 3.99 0.707
Cl 0.42 3.63 5.57 -0.078
C -0.77 3.39 3.19 -0.376
Cl -2.02 4.39 3.75 -0.121
C -1.26 -3.84 1.12 -1.677
C -1.27 -2.82 0.00 1.274
C -0.75 -3.41 -1.30 -1.742
O -0.30 -1.73 0.36 -0.469
B -0.88 -0.63 -0.12 1.513
O -2.15 -0.67 -0.58 -0.607
C -2.63 -2.06 -0.16 1.270
C -3.53 -2.57 -1.25 -1.677
C -3.37 -1.85 1.14 -1.784
H -0.28 -4.32 1.16 0.450
H -2.00 -4.61 0.92 0.364
H -1.47 -3.39 2.08 0.371
H 0.26 -3.77 -1.15 0.495
H -0.74 -2.68 -2.11 0.287
H -1.37 -4.26 -1.61 0.390
H -3.05 -2.56 -2.22 0.379
H -4.44 -1.97 -1.29 0.453
H -3.82 -3.60 -1.02 0.373
H -2.72 -1.45 1.92 0.315
H -3.79 -2.79 1.49 0.385
H -4.20 -1.15 0.98 0.479
F 5.94 3.24 -2.53 -0.233
C 4.73 2.72 -2.53 0.635
C 4.38 1.79 -3.50 0.222
F 5.25 1.44 -4.41 -0.225
C 3.10 1.23 -3.50 0.313
F 2.77 0.35 -4.42 -0.272
C 2.19 1.61 -2.52 0.342
S 0.54 1.01 -2.49 -0.190
C 2.58 2.53 -1.58 0.136
F 1.63 2.86 -0.63 -0.216
C 3.82 3.11 -1.54 -0.117
F 4.15 3.98 -0.61 -0.252
```

Computed properties:
Energy (Ha): -4123.30051
Charge: +2
Gap between HOMO and LUMO (Eh): 0.23273

***

# 7
The following is a quantum chemistry calculation of H3PS2 in the gas phase at a distorted geometry, from OMol25.

XYZ file:
```
6
Properties=species:S:1:pos:R:3:mulliken_charge:R:1
S 1.77 -0.28 -0.05 -0.434
P -0.02 0.52 0.12 0.255
S -1.22 -1.13 -0.09 -0.276
H -0.66 1.48 -0.88 0.119
H -0.02 1.07 1.32 0.085
H 0.15 -1.67 -0.42 0.251
```

Computed properties:
SMILES string: S=[PH2]S
Energy (Ha): -1139.48827
Charge: 0
Gap between HOMO and LUMO (Eh): 0.33760

***

# 8
The following is a quantum chemistry calculation of C4H4FNO in the gas phase at a distorted geometry, from OMol25.

XYZ file:
```
11
Properties=species:S:1:pos:R:3:mulliken_charge:R:1
C -0.71 -1.03 0.98 -0.754
O 0.00 0.15 1.45 -0.366
C 0.62 0.88 0.54 -0.083
C 0.73 0.83 -0.83 0.421
F 1.47 1.78 -1.41 -0.262
C -0.01 0.04 -1.76 0.144
N -0.51 -0.55 -2.61 -0.385
H -1.23 -1.39 1.91 0.206
H 0.00 -1.73 0.53 0.349
H -1.47 -0.70 0.22 0.339
H 1.10 1.72 0.99 0.391
```

Computed properties:
SMILES string: CO/C=C(/F)C#N
Energy (Ha): -384.61008
Charge: 0
Gap between HOMO and LUMO (Eh): 0.36986

***

# 9
The following is a quantum chemistry calculation of C5H11N in the gas phase at a distorted geometry, from OMol25.

XYZ file:
```
17
Properties=species:S:1:pos:R:3:mulliken_charge:R:1
C 2.27 -0.08 0.22 -1.281
C 0.95 -0.08 -0.56 0.360
C -0.08 0.99 -0.14 -0.777
C -0.92 -0.07 0.46 0.430
C -2.35 -0.15 -0.10 -1.379
N 0.01 -1.08 -0.23 -0.488
H 2.05 -0.27 1.39 0.274
H 2.99 -0.87 -0.20 0.311
H 2.83 0.85 0.12 0.347
H 1.32 -0.13 -1.64 0.209
H 0.44 1.72 0.55 0.227
H -0.53 1.63 -0.88 0.277
H -0.93 0.01 1.57 0.272
H -3.02 0.80 0.02 0.290
H -2.98 -0.98 0.35 0.295
H -2.33 -0.30 -1.16 0.381
H 0.29 -2.00 0.23 0.252
```

Computed properties:
SMILES string: C[C@@H]1C[C@@H](C)N1
Energy (Ha): -251.80061
Charge: 0
Gap between HOMO and LUMO (Eh): 0.35997

***

# 10
The following is a quantum chemistry calculation of a molecular structure, C15H17Br2Cl12FNO2 at a distorted geometry, from OMol25.

XYZ file:
```
50
Properties=species:S:1:pos:R:3:mulliken_charge:R:1
C -0.10 -1.43 1.46 -1.007
C 0.87 -0.27 1.14 0.499
F 0.74 0.74 2.08 -0.440
C 0.51 0.26 -0.23 -0.602
N -0.34 1.28 -0.21 0.375
C -0.81 1.87 -1.31 -0.857
C -0.43 1.43 -2.53 -1.429
C 0.46 0.36 -2.57 1.483
C 0.84 -0.11 -3.98 0.181
O 1.65 0.53 -4.59 -0.512
O 0.21 -1.19 -4.48 -0.374
C 0.95 -0.26 -1.42 0.774
C 1.89 -1.45 -1.43 -0.958
Br 0.84 -3.08 -1.69 0.019
C 3.13 -1.30 -2.41 0.038
C 4.45 -1.34 -1.61 -1.126
Br 3.12 -2.77 -3.70 -0.097
H -0.56 -1.79 0.53 0.350
H 0.41 -2.29 1.89 0.316
H -0.92 -1.10 2.11 0.053
H 1.91 -0.60 1.20 0.495
H -0.67 1.63 0.68 0.284
H -1.53 2.68 -1.24 0.513
H -0.79 1.85 -3.45 0.825
H -0.38 -1.52 -3.78 0.373
H 2.31 -1.52 -0.43 0.297
H 3.11 -0.36 -2.96 0.512
H 4.26 -0.82 -0.66 0.151
H 5.16 -0.73 -2.16 0.390
H 4.82 -2.35 -1.47 0.379
C -4.21 -0.70 2.95 0.431
Cl -5.68 -1.25 2.16 -0.117
Cl -3.28 -2.07 3.57 -0.088
Cl -3.22 0.25 1.82 -0.076
H -4.48 -0.07 3.78 -0.178
C -3.62 1.62 6.44 0.013
Cl -3.01 0.78 7.86 -0.102
Cl -2.69 1.20 5.00 -0.052
Cl -5.33 1.26 6.19 -0.136
H -3.53 2.69 6.61 0.313
C 5.31 2.03 1.36 -0.077
Cl 3.85 1.55 0.47 -0.035
Cl 6.20 0.61 1.88 -0.108
Cl 6.31 3.08 0.38 -0.101
H 5.00 2.58 2.24 0.330
C -4.59 0.07 -3.20 -0.010
Cl -5.79 0.46 -1.97 -0.094
Cl -3.00 0.73 -2.75 -0.038
Cl -4.48 -1.67 -3.44 -0.112
H -4.89 0.53 -4.13 0.327
```

Computed properties:
Energy (Ha): -11556.95141
Charge: +1
Gap between HOMO and LUMO (Eh): 0.28793

***

# 11
The following is a quantum chemistry calculation of 2 unconnected molecules or ions with the total composition C5H16NSi at a distorted geometry, from OMol25.

XYZ file:
```
23
Properties=species:S:1:pos:R:3:lowdin_spin:R:1
C 1.64 0.64 -0.96 0.063
C 0.43 1.29 1.90 0.817
C 1.49 -1.59 -0.02 0.084
C -1.85 -1.22 0.89 0.016
C -1.53 1.27 -1.45 0.000
N 0.80 -0.39 -0.30 0.704
Si -1.01 -0.50 -0.65 0.054
H 2.66 0.47 -0.40 0.006
H 1.65 0.46 -1.99 0.027
H 1.16 1.65 -0.77 0.013
H -0.31 2.07 1.55 0.042
H 0.04 0.37 2.38 0.045
H 1.40 1.54 1.46 0.045
H 0.82 -2.24 0.55 0.004
H 1.75 -2.07 -0.85 0.033
H 2.39 -1.28 0.51 0.018
H -2.74 -1.67 0.43 0.001
H -1.23 -2.04 1.40 0.000
H -2.26 -0.56 1.73 0.000
H -0.75 1.56 -2.16 0.000
H -2.51 1.17 -1.95 0.000
H -1.59 2.04 -0.68 0.000
H -1.06 -1.67 -1.56 0.029
```

Computed properties:
<S²>: 2.008
Energy (Ha): -543.95142
Spin multiplicity: 3
Charge: +1
Gap between HOMO and LUMO (spin up / spin down) (Eh): 0.36873 / 0.30323